Entry 1:
C17H48IN4O5 | ωB97M-V/def2-TZVPD

```
75
Properties=species:S:1:pos:R:3:forces:R:3
I -0.97547 1.12665 0.37605 -0.2 0.2 0.2
C -3.56937 -2.44764 2.34955 -1.2 0.6 1.4
C -2.27838 -2.09282 3.13694 0.0 0.1 -1.3
C -2.00366 -2.93997 4.39489 0.9 1.3 -0.8
O -0.62716 -2.63158 4.79438 -1.8 -0.5 2.3
C -0.48109 -2.60140 6.27355 -0.3 -0.2 -2.0
N -1.25853 -2.19447 2.07931 -0.1 -1.5 0.4
H -3.58692 -1.96874 1.37054 0.1 0.3 0.2
H -4.45753 -2.12713 2.89411 -0.4 0.1 0.0
H -3.74719 -3.50327 2.14430 0.6 -0.3 0.3
H -2.23089 -1.03655 3.40173 -0.6 0.0 0.5
H -2.19334 -3.99388 4.19142 0.5 -0.4 0.0
H -2.75424 -2.65201 5.13097 0.1 0.2 0.4
H 0.59154 -2.62425 6.46600 -0.1 -0.3 0.0
H -1.04966 -3.42800 6.69968 0.4 -0.4 0.2
H -0.87626 -1.70971 6.76018 -0.2 0.4 -0.4
H -1.77611 -2.84643 1.50734 1.1 -0.4 -1.0
H -1.32648 -1.33096 1.55985 0.4 0.3 -0.2
C -3.61149 2.29988 -2.97874 0.3 0.9 -0.4
C -2.95195 1.23207 -3.81799 0.1 -0.5 -0.5
C -1.63264 1.79057 -4.55152 -1.9 -1.4 -0.6
O -0.89884 0.77147 -5.25964 0.4 0.6 0.5
C 0.01846 1.41781 -6.16148 -0.2 -1.2 0.5
N -2.75918 0.08437 -2.94338 0.8 0.2 -0.1
H -3.45355 3.20249 -3.56903 -0.5 0.8 0.6
H -3.18968 2.33752 -1.97438 0.6 0.5 -0.1
H -4.66009 2.11413 -2.74630 -0.2 0.0 -0.7
H -3.71822 0.90319 -4.51997 0.4 0.2 -0.9
H -1.06657 2.42974 -3.87393 0.5 -0.4 0.3
H -1.98256 2.43210 -5.36028 -0.4 0.6 0.1
H 0.66735 2.06369 -5.56997 -0.4 1.0 -0.4
H -0.56175 1.76470 -7.01654 0.2 1.1 0.1
H 0.75280 0.74091 -6.59810 -0.4 -0.7 0.3
H -2.37829 0.59633 -2.16048 0.9 -0.9 1.0
H -3.68837 -0.11428 -2.60097 -0.3 -0.4 0.0
C 2.34652 1.72439 -2.21016 0.7 0.6 -1.9
C 1.69656 0.72440 -3.14190 -1.6 -1.2 -0.7
C 2.62477 0.11340 -4.23220 0.6 0.5 1.2
O 2.04358 -0.73469 -5.20952 -0.1 -0.5 1.3
C 2.87698 -1.01132 -6.33068 -0.7 1.4 1.0
N 0.98423 -0.25390 -2.32870 0.3 -0.8 0.1
H 1.67876 2.00210 -1.39464 0.4 -0.4 0.2
H 2.53510 2.64028 -2.77022 0.2 0.4 0.0
H 3.32921 1.30725 -1.99014 0.0 0.2 0.9
H 0.91917 1.15370 -3.77393 -0.2 0.5 0.4
H 3.47632 -0.34902 -3.73306 0.2 -0.7 0.1
H 3.08665 1.01296 -4.63908 0.0 0.3 -0.9
H 3.85858 -1.43517 -6.11874 0.0 -0.3 0.4
H 3.02415 0.01574 -6.66471 0.5 -0.2 -1.4
H 2.28557 -1.66155 -6.97529 0.2 0.3 -0.2
H 0.52097 0.25311 -1.58813 -1.1 0.4 -0.3
H 1.63282 -0.69250 -1.69069 0.8 -0.8 -0.2
C 2.15910 1.09660 4.13533 1.7 0.2 0.3
C 2.07145 -0.26560 3.48852 -0.3 0.1 -0.3
C 2.79648 -1.35795 4.33647 -1.5 -0.7 0.3
O 2.17995 -2.66438 4.21040 1.5 0.2 -0.2
C 2.76007 -3.61613 5.12189 -1.4 0.8 -0.9
N 0.65833 -0.54515 3.33926 -0.4 0.2 0.5
H 1.86111 1.02280 5.18121 -0.1 0.2 0.1
H 1.58746 1.87767 3.63407 -0.2 -0.3 -0.2
H 3.20501 1.39902 4.08331 0.3 0.5 0.4
H 2.52549 -0.16510 2.50270 0.1 -0.4 -0.1
H 2.63127 -1.18687 5.40020 0.3 0.9 0.3
H 3.87134 -1.39554 4.15933 0.2 0.0 -0.2
H 1.97932 -4.37559 5.16345 0.3 -0.3 0.1
H 2.86301 -3.17625 6.11387 0.2 0.1 0.3
H 3.71737 -4.02803 4.80251 0.1 0.0 -0.2
H 0.27640 -0.06286 4.14028 -0.5 -0.8 1.2
H 0.24364 0.13245 2.71558 0.4 -0.1 -1.5
C -1.36855 4.86001 -0.32656 0.5 -1.3 0.5
O -0.05060 4.37271 -0.14805 0.6 1.0 -0.2
H -2.02041 4.30423 0.34743 -0.3 0.4 0.4
H -1.32641 5.92405 -0.09385 -0.4 -0.1 -0.4
H -1.74734 4.55707 -1.30269 0.0 0.7 -0.5
H -0.07814 3.41911 -0.04092 -0.2 -0.6 0.1
```
Positions in Å, forces in eV/Å.

Results
- ΔE to the lowest compared entry with this formula, charge and spin: 65.92 kcal per mole
- Total charge: -1
- Gap between HOMO and LUMO: 7.699 eV

---

Entry 2:
C17H48N4O7 | ωB97M-V/def2-TZVPD

```
76
Properties=species:S:1:pos:R:3:forces:R:3
N 6.30954 14.46775 -6.08069 -0.4 2.1 3.5
C 6.11573 13.98409 -7.24652 0.3 -3.1 -3.3
N 7.17992 13.27613 -7.67299 0.8 -0.1 -0.6
O 5.07883 13.98999 -7.86776 -2.0 0.8 -1.0
H 5.45230 14.81231 -5.67263 0.7 0.3 0.7
H 7.27934 14.46080 -5.79863 -0.7 0.4 0.9
H 7.83610 13.02470 -6.94752 0.3 -0.1 -0.9
H 7.19178 12.96663 -8.63433 0.3 -0.3 0.3
N 4.31880 15.05777 -0.07557 0.4 1.0 1.5
C 3.94265 14.57290 -1.26634 -4.8 -1.0 2.1
N 4.90970 14.42402 -2.07257 4.8 -0.2 -3.7
O 2.82478 14.17948 -1.57190 -0.7 0.2 0.6
H 5.30054 15.28211 0.00157 -0.4 0.0 0.7
H 3.67702 15.20987 0.68933 0.2 0.0 -0.4
H 4.68298 13.95927 -2.94016 0.3 0.4 0.0
H 5.67471 15.07169 -1.94859 0.3 -0.5 -0.8
C 3.49750 17.30351 -4.69516 -0.4 0.3 0.0
C 4.44447 17.64832 -5.83913 -1.8 -1.9 -1.7
C 3.72566 17.78867 -7.26541 0.1 -0.6 1.0
O 5.18094 18.74540 -5.50351 1.2 1.6 0.2
H 2.79940 18.12680 -4.54372 0.0 0.1 0.3
H 4.14068 17.16474 -3.82616 -0.2 0.2 0.3
H 2.88376 16.40806 -4.79317 0.2 -0.1 -0.4
H 5.12418 16.79639 -5.82106 0.3 0.2 -0.8
H 4.33646 18.11511 -8.10711 0.5 0.0 0.4
H 2.86558 18.45789 -7.24274 0.0 0.4 0.4
H 3.28267 16.84562 -7.58557 0.2 -0.3 0.2
H 4.62474 19.52127 -5.60480 0.0 0.2 0.1
C 1.83806 14.49499 -12.00730 -1.4 0.4 0.2
C 3.00475 13.98389 -11.16800 -0.4 1.3 -0.5
C 4.07450 15.09223 -10.96275 -0.1 -1.1 -1.5
O 2.55236 13.55388 -9.90053 0.1 -0.1 -0.2
H 1.27753 13.69595 -12.49254 0.3 -0.3 -0.2
H 2.05523 15.24583 -12.76702 0.5 -0.1 0.0
H 1.06186 14.94289 -11.38682 0.2 0.3 0.4
H 3.33095 13.16340 -11.80713 1.0 -0.4 0.6
H 3.62501 16.07833 -10.84580 0.0 -0.1 0.3
H 4.61820 15.06103 -11.90695 0.2 0.6 -0.1
H 4.82336 14.85465 -10.20720 -0.3 0.0 0.3
H 3.27062 13.87485 -9.35037 -0.1 -0.4 0.9
C 8.64483 12.87076 -3.36559 0.2 0.4 1.7
C 9.53202 12.90172 -4.56893 -0.2 -1.6 -0.5
C 9.48815 11.57358 -5.33368 -0.4 -0.3 0.1
O 9.03282 13.84478 -5.47384 0.3 1.2 -0.5
H 7.57254 12.92852 -3.55253 0.0 -0.7 -0.4
H 8.80677 13.72354 -2.70632 0.3 0.6 -0.2
H 8.93671 12.07315 -2.68242 -0.4 -0.5 -0.2
H 10.55626 13.12910 -4.27342 0.2 0.1 -0.1
H 8.45854 11.33497 -5.60028 -0.3 0.1 0.2
H 9.82547 10.74362 -4.71281 0.2 0.1 -0.1
H 9.99230 11.56076 -6.29999 0.5 0.3 0.2
H 9.02029 14.69024 -5.01926 0.2 0.4 0.0
C 6.92346 9.98723 -8.76496 -0.7 -0.7 0.0
C 6.86750 10.59672 -10.17176 -3.1 -0.4 1.1
C 5.36528 11.07270 -10.62012 2.1 0.0 -0.7
O 7.71253 11.69401 -10.12772 1.0 1.2 -1.1
H 6.98046 10.70344 -7.94527 0.0 0.3 -0.3
H 7.79126 9.33026 -8.70657 0.1 -0.1 0.1
H 6.03256 9.38876 -8.57460 0.0 -0.2 0.0
H 7.20249 9.78816 -10.82147 0.0 0.4 -0.6
H 5.43358 11.67907 -11.52331 0.7 0.4 -0.1
H 4.85623 11.74369 -9.92822 0.0 -0.6 0.5
H 4.76060 10.27467 -11.05094 -0.1 -0.4 1.0
H 8.59871 11.39966 -10.35053 0.1 0.2 0.0
C 4.53295 11.27251 -5.34974 0.6 -0.9 0.5
C 4.76337 9.79639 -4.95698 -3.2 -1.2 1.5
C 4.31823 9.45874 -3.44176 1.6 1.0 0.2
O 3.83645 8.97567 -5.69673 0.1 0.5 -1.3
H 3.56803 11.64985 -5.01113 -0.1 -0.3 -0.1
H 4.64500 11.42568 -6.42309 0.0 0.0 0.0
H 5.29488 11.84176 -4.81728 0.2 0.2 -0.1
H 5.76508 9.42748 -5.17740 0.2 0.4 0.2
H 3.93935 10.31905 -2.89001 0.6 0.5 -0.1
H 5.19800 9.04683 -2.94736 0.1 0.3 0.4
H 3.52402 8.76423 -3.16792 -0.1 -0.5 -1.4
H 3.85720 8.07620 -5.36190 0.1 0.1 0.1
```
Positions in Å, forces in eV/Å.

Results
- ΔE to the lowest compared entry with this formula, charge and spin: 59.00 kcal per mole
- SMILES: NC(N)=O.NC(N)=O.CC(C)O.CC(C)O.CC(C)O.CC(C)O.CC(C)O
- Gap between HOMO and LUMO: 9.393 eV

---

Entry 3:
C17H50N2O9 | ωB97M-V/def2-TZVPD

```
78
Properties=species:S:1:pos:R:3:forces:R:3
C 5.29665 -4.29681 -0.76511 0.5 -0.4 -0.1
O 5.27421 -2.96956 -0.27601 -0.7 -0.2 -0.9
C 4.11176 -2.25394 -0.76199 0.8 -0.7 0.6
C 4.36100 -0.83006 -0.36426 0.1 -0.4 -1.0
N 3.19628 -0.00010 -0.70596 0.7 -0.1 0.3
C 3.37745 1.31089 -0.11725 -1.4 1.0 -0.1
C 2.40088 2.38747 -0.67224 1.7 0.5 0.2
O 2.91773 2.78406 -1.92883 0.1 -0.2 -1.2
C 2.20811 3.79652 -2.64699 -0.2 -0.7 0.5
H 6.28918 -4.74207 -0.69631 0.2 0.3 0.8
H 5.15470 -4.39473 -1.84138 -0.7 0.5 -0.3
H 4.58173 -4.92945 -0.23903 -0.1 -0.1 0.0
H 3.18370 -2.60270 -0.30904 -0.1 -0.4 0.2
H 4.02682 -2.38781 -1.84040 0.0 0.1 -0.2
H 5.20684 -0.52120 -0.97848 0.5 0.3 0.4
H 4.65068 -0.85897 0.68614 -0.3 0.5 0.1
H 3.29674 0.13001 -1.70250 -0.5 0.0 -0.4
H 4.38207 1.69194 -0.30065 0.2 0.1 0.3
H 3.16126 1.19772 0.94508 0.3 0.2 0.2
H 2.56944 3.29182 -0.08757 -0.6 -0.1 0.9
H 1.35325 2.08651 -0.67145 -0.1 -0.1 -0.2
H 1.15995 3.49818 -2.66829 -0.2 0.1 -0.5
H 2.65518 3.88106 -3.63749 -0.2 -0.3 0.0
H 2.24883 4.79823 -2.21919 0.3 0.0 0.6
C -6.15012 3.03452 -1.48858 0.1 -0.6 -0.5
O -5.63820 1.79692 -2.00712 -1.1 0.3 0.7
C -4.44328 1.94374 -2.72366 -0.2 -0.1 -0.5
C -4.12441 0.66247 -3.49083 0.0 0.0 1.2
N -3.36212 -0.32340 -2.66783 -0.9 0.0 -0.1
C -4.12409 -0.88738 -1.51261 0.7 0.1 -0.9
C -3.26889 -1.70762 -0.57135 0.2 -0.6 0.4
O -2.56444 -2.83528 -1.14911 -1.6 0.9 -0.1
C -1.71092 -3.47541 -0.24546 1.4 0.3 0.0
H -6.47913 3.72995 -2.26073 0.3 0.0 -0.5
H -5.37616 3.54058 -0.91154 -0.2 0.0 0.4
H -7.06847 2.81860 -0.94257 0.4 -0.2 0.4
H -3.64468 2.21816 -2.03444 0.4 0.1 -0.1
H -4.61951 2.72184 -3.46636 0.4 0.4 -0.1
H -3.55061 0.94429 -4.37369 0.2 -0.3 0.1
H -5.08279 0.25133 -3.80795 -0.2 -0.1 -0.2
H -3.27024 -1.13450 -3.26262 0.6 -0.1 -0.3
H -4.92226 -1.52107 -1.89922 -0.3 -0.1 0.0
H -4.58396 -0.08761 -0.93211 0.1 0.0 0.0
H -3.99913 -2.03342 0.16939 0.0 -0.5 0.3
H -2.55866 -1.10114 -0.00933 0.3 0.3 -0.2
H -2.09466 -4.00877 0.62424 -0.9 -0.1 -0.2
H -1.03053 -2.73766 0.17984 0.3 0.2 0.1
H -1.09232 -4.15979 -0.82603 -0.1 -0.1 0.0
C -0.04052 3.24865 3.60646 -0.3 0.1 -0.5
O -1.03060 2.56132 2.87746 -0.9 -1.2 -0.4
H 0.68018 3.56356 2.85179 0.4 0.6 0.6
H -0.59317 4.03409 4.12197 0.9 0.5 0.3
H 0.43126 2.55421 4.30165 -0.1 0.1 0.0
H -1.29228 3.06818 2.10531 0.0 0.0 0.1
C 0.09028 -0.23894 -2.14524 -0.5 0.1 -0.3
O -0.88164 0.77292 -2.36967 1.6 0.8 0.3
H 0.05221 -0.65241 -1.13742 -0.1 -0.1 0.1
H -0.07490 -1.05441 -2.84939 0.2 -0.2 -0.1
H 1.09197 0.16602 -2.28922 -0.2 0.1 -0.1
H -1.75448 0.37782 -2.43004 -0.8 -0.6 0.0
C -2.64395 0.63704 5.42423 -0.2 0.4 -1.2
O -1.41405 0.49370 4.69244 -0.4 -0.8 1.1
H -2.82416 -0.04305 6.25676 1.0 0.0 0.1
H -2.72566 1.68412 5.71587 -0.3 -0.1 0.5
H -3.47727 0.40963 4.75944 -0.2 0.1 -0.2
H -1.46550 1.14667 3.99059 0.0 0.2 -0.4
C 3.66689 -3.37029 2.95201 -0.4 0.3 -0.8
O 2.22213 -3.37338 2.80658 1.6 -0.7 0.7
H 4.04819 -4.02001 3.73977 -0.6 -0.1 0.1
H 4.15928 -3.66165 2.02423 -0.1 -0.4 -0.2
H 4.07279 -2.37205 3.11594 -0.3 0.3 0.4
H 2.02676 -2.61314 2.25391 -0.3 0.5 -0.1
C 0.57307 -0.04089 1.65622 0.9 0.2 0.1
O 1.66923 -0.95153 1.50340 -0.6 -0.2 0.7
H -0.02138 -0.34429 2.51801 -0.2 -0.3 -0.4
H 0.94409 0.94981 1.91883 0.2 0.2 0.0
H 0.03076 0.08179 0.71870 -0.4 -0.2 0.2
H 2.17576 -0.73011 0.71855 -0.1 0.3 -0.8
```
Positions in Å, forces in eV/Å.

Results
- ΔE to the lowest compared entry with this formula, charge and spin: 22.28 kcal per mole
- SMILES: COCCNCCOC.COCCNCCOC.CO.CO.CO.CO.CO
- Gap between HOMO and LUMO: 9.537 eV